{"formula": "C3H8ClFNP", "method": "ωB97M-V/def2-TZVPD", "species": ["F", "P", "C", "Cl", "H", "C", "N", "C", "H", "H", "H", "H", "H", "H", "H"], "positions_angstrom": [[-0.846, 3.371, -2.292], [-1.288, 2.355, -1.089], [-2.047, 3.514, -0.145], [-2.782, 3.154, 1.355], [-2.112, 4.552, -0.443], [1.571, -1.683, -0.749], [0.394, -1.275, -0.007], [0.456, -1.677, 1.381], [1.769, -2.766, -0.690], [1.453, -1.404, -1.794], [2.435, -1.157, -0.341], [-0.433, -1.679, -0.440], [-0.451, -1.357, 1.890], [0.572, -2.764, 1.518], [1.309, -1.184, 1.846]], "mulliken_charge": [-0.29, 0.24, -0.14, -0.14, 0.32, -0.88, -0.26, -0.86, 0.30, 0.29, 0.30, 0.22, 0.29, 0.30, 0.30], "e_homo_ev": -8.88, "e_above_lowest_kj_mol": 30.7, "charge": 0, "orbital_gap_ev": 8.93}

=====

{"formula": "C3H8ClNO2P", "method": "ωB97M-V/def2-TZVPD", "species": ["C", "C", "C", "N", "O", "O", "P", "Cl", "H", "H", "H", "H", "H", "H", "H", "H"], "positions_angstrom": [[-0.638, -0.194, -1.741], [-1.183, -0.073, 0.677], [2.171, 0.411, 0.954], [-0.103, -0.108, -0.426], [1.755, 1.376, -1.539], [0.244, 2.813, 1.022], [1.054, 1.157, -0.239], [3.282, -0.777, 0.219], [0.054, -0.562, -2.500], [-1.524, -0.902, -1.628], [-0.964, 0.768, -2.079], [-1.236, 1.034, 0.968], [-2.042, -0.653, 0.185], [-0.691, -0.475, 1.495], [2.677, 1.148, 1.554], [1.477, -0.176, 1.567]], "mulliken_charge": [-0.85, -0.84, -0.33, -0.06, -0.69, -0.88, 0.65, -0.22, 0.26, 0.29, 0.34, 0.35, 0.32, 0.22, 0.37, 0.08], "e_homo_ev": -4.00, "e_above_lowest_kj_mol": 493.6, "charge": -1, "orbital_gap_ev": 7.52}

=====

{"formula": "C3H8ClP", "method": "ωB97M-V/def2-TZVPD", "species": ["C", "P", "C", "Cl", "H", "H", "H", "H", "C", "H", "H", "H", "H"], "positions_angstrom": [[0.950, -1.322, 1.106], [2.069, -0.938, -0.158], [2.111, 0.642, -0.884], [1.955, 2.021, 0.207], [0.768, -2.371, 1.414], [0.808, -0.666, 1.859], [1.351, -1.592, -1.156], [2.971, 0.714, -1.471], [-1.728, 0.328, 0.027], [-1.290, 1.147, -0.430], [-2.228, -0.300, -0.767], [-2.440, 0.548, 0.872], [-1.003, -0.273, 0.662]], "mulliken_charge": [-0.92, 0.12, -0.35, -0.16, 0.30, 0.46, 0.06, 0.40, -0.74, 0.25, 0.23, 0.28, 0.06], "e_homo_ev": [-8.10, -8.23], "e_above_lowest_kj_mol": 389.9, "charge": 0, "orbital_gap_ev": [7.40, 7.80]}

=====

{"formula": "C3H8F2NO", "method": "ωB97M-V/def2-TZVPD", "species": ["C", "C", "C", "N", "O", "F", "F", "H", "H", "H", "H", "H", "H", "H", "H"], "positions_angstrom": [[0.112, -0.707, 1.127], [1.573, 0.511, -0.335], [-0.791, 0.535, -0.789], [0.377, -0.204, -0.262], [-2.578, -0.276, 0.400], [-0.748, 1.745, -0.298], [0.362, -1.484, -1.031], [1.112, -0.772, 1.591], [-0.610, -0.045, 1.600], [-0.368, -1.704, 1.072], [1.285, 1.538, -0.092], [2.287, 0.266, 0.511], [1.946, 0.432, -1.305], [-0.943, 0.628, -1.844], [-3.015, -0.463, -0.346]], "mulliken_charge": [-0.70, -0.64, -0.01, 0.38, -0.42, -0.20, -0.19, 0.30, 0.37, 0.35, 0.37, 0.25, 0.36, 0.48, 0.29], "e_homo_ev": [-16.34, -15.75], "e_above_lowest_kj_mol": 697.2, "charge": 1, "orbital_gap_ev": [10.32, 9.74]}

=====

{"formula": "C3H8F9KO13S3", "method": "ωB97M-V/def2-TZVPD", "species": ["K", "C", "F", "F", "F", "S", "O", "O", "O", "C", "F", "F", "F", "S", "O", "O", "O", "C", "F", "F", "F", "S", "O", "O", "O", "O", "H", "H", "O", "H", "H", "O", "H", "H", "O", "H", "H"], "positions_angstrom": [[20.207, 17.120, -8.192], [17.692, 21.355, -4.532], [17.185, 22.072, -5.568], [17.284, 21.967, -3.363], [17.147, 20.104, -4.607], [19.655, 21.509, -4.647], [20.095, 20.569, -5.725], [19.847, 22.935, -4.892], [20.055, 21.035, -3.327], [20.112, 13.757, -4.010], [20.758, 14.156, -5.118], [19.123, 14.594, -3.794], [19.609, 12.518, -4.211], [21.228, 13.675, -2.510], [20.419, 13.905, -1.311], [21.856, 12.341, -2.423], [22.176, 14.724, -2.695], [21.163, 10.249, -9.432], [21.160, 9.090, -10.078], [20.651, 9.984, -8.269], [22.466, 10.708, -9.303], [20.277, 11.544, -10.448], [21.166, 11.876, -11.546], [19.120, 10.795, -10.906], [19.841, 12.724, -9.644], [23.896, 18.197, -6.316], [24.647, 18.546, -6.797], [23.308, 18.945, -6.213], [16.325, 18.246, -8.573], [16.317, 18.404, -9.518], [15.495, 17.804, -8.397], [23.272, 18.070, -10.929], [22.635, 18.593, -11.416], [24.001, 18.668, -10.768], [24.771, 14.824, -8.415], [25.190, 14.247, -7.775], [24.164, 15.354, -7.898]], "mulliken_charge": [0.95, 0.55, -0.24, -0.23, -0.22, 1.05, -0.62, -0.64, -0.63, 0.55, -0.20, -0.22, -0.23, 1.12, -0.69, -0.69, -0.65, 0.60, -0.22, -0.21, -0.24, 1.09, -0.67, -0.70, -0.64, -0.61, 0.31, 0.32, -0.60, 0.31, 0.31, -0.60, 0.31, 0.31, -0.63, 0.32, 0.31], "e_homo_ev": -3.68, "e_above_lowest_kj_mol": 363.5, "charge": -2, "orbital_gap_ev": 5.82}

=====

{"formula": "C3H8F9O13PtS3", "method": "ωB97M-V/def2-TZVPD", "species": ["Pt", "C", "F", "F", "F", "S", "O", "O", "O", "C", "F", "F", "F", "S", "O", "O", "O", "C", "F", "F", "F", "S", "O", "O", "O", "O", "H", "H", "O", "H", "H", "O", "H", "H", "O", "H", "H"], "positions_angstrom": [[-0.197, 0.245, -0.742], [0.065, -0.803, 3.844], [0.297, -1.710, 4.824], [-0.962, -0.009, 4.207], [1.148, -0.066, 3.620], [-0.450, -1.767, 2.208], [-1.765, -2.311, 2.512], [-0.408, -0.845, 1.075], [0.589, -2.825, 2.028], [1.394, -3.800, -3.087], [2.586, -3.221, -2.974], [0.878, -3.558, -4.278], [1.611, -5.144, -3.020], [0.270, -3.324, -1.600], [0.376, -1.844, -1.351], [-1.112, -3.777, -2.031], [0.711, -4.064, -0.416], [-0.845, 3.949, 2.303], [-1.089, 3.204, 3.361], [-1.905, 4.031, 1.496], [-0.546, 5.174, 2.664], [0.631, 3.171, 1.271], [0.725, 4.101, 0.115], [1.836, 3.256, 2.100], [0.171, 1.821, 0.879], [-2.227, 0.890, -0.421], [-2.967, 0.294, -0.303], [-2.623, 1.704, -0.735], [2.020, 0.240, -0.760], [2.488, 0.843, -0.181], [2.710, -0.281, -1.171], [-1.092, -0.296, -2.816], [-1.147, 0.401, -3.470], [-1.847, -0.856, -2.998], [0.057, 2.055, -1.948], [0.074, 2.876, -1.455], [0.542, 2.247, -2.750]], "mulliken_charge": [3.64, 0.55, -0.22, -0.23, -0.21, 1.00, -0.71, -1.29, -0.66, 0.52, -0.23, -0.23, -0.22, 0.94, -0.71, -0.76, -0.59, 0.58, -0.20, -0.25, -0.22, 1.00, -0.85, -0.65, -0.88, -0.53, 0.26, 0.23, -0.52, 0.23, 0.22, -0.45, 0.22, 0.27, -0.56, 0.23, 0.25], "s_squared": 2.002, "e_homo_ev": [-6.19, -6.15], "e_above_lowest_kj_mol": 0.0, "spin_multiplicity": 3, "charge": -1, "orbital_gap_ev": [7.50, 7.46]}

=====

{"formula": "C3H8FIO2P", "method": "ωB97M-V/def2-TZVPD", "species": ["O", "C", "O", "C", "C", "P", "I", "H", "H", "H", "H", "H", "H", "H", "H", "F"], "positions_angstrom": [[-1.936, 1.067, -0.731], [-1.000, 0.474, -1.206], [-0.293, 1.071, -2.221], [-0.460, -0.845, -0.754], [0.647, -0.730, 0.315], [0.714, 0.865, 1.295], [0.962, 3.119, 2.661], [0.180, 0.370, -2.684], [-0.031, -1.339, -1.629], [-1.224, -1.542, -0.366], [1.620, -0.825, -0.172], [0.545, -1.581, 0.985], [1.357, 0.272, 2.372], [-0.660, 1.022, 1.411], [1.457, 1.519, 0.321], [-1.878, -2.918, 0.402]], "mulliken_charge": [-0.53, 0.37, -0.48, -0.24, -0.90, 0.07, -0.45, 0.34, 0.36, 0.15, 0.37, 0.50, 0.11, 0.15, 0.11, -0.93], "e_homo_ev": -4.62, "e_above_lowest_kj_mol": 0.0, "charge": -1, "orbital_gap_ev": 7.28}

=====

{"formula": "C3H8FN2", "method": "ωB97M-V/def2-TZVPD", "species": ["C", "C", "C", "N", "N", "F", "H", "H", "H", "H", "H", "H", "H", "H"], "positions_angstrom": [[0.052, 1.260, -0.814], [-0.758, -1.690, 0.449], [0.534, -1.121, -0.129], [-0.117, 2.502, -0.686], [0.525, 0.315, 0.004], [0.729, -1.366, -1.435], [-0.254, 0.956, -1.890], [-1.588, -1.399, -0.188], [-0.851, -2.740, 0.241], [-0.949, -1.561, 1.499], [1.450, -1.380, 0.433], [-0.405, 3.020, -1.455], [0.062, 3.074, 0.044], [0.982, 0.568, 0.878]], "mulliken_charge": [-0.07, -1.12, 0.29, -0.16, -0.07, -0.24, 0.27, 0.35, 0.36, 0.38, 0.27, 0.24, 0.21, 0.29], "s_squared": 2.007, "e_homo_ev": [-10.44, -17.07], "e_above_lowest_kj_mol": 20.7, "spin_multiplicity": 3, "charge": 1, "orbital_gap_ev": [7.21, 8.34]}

=====

{"formula": "C3H8FN3", "method": "ωB97M-V/def2-TZVPD", "species": ["C", "C", "C", "N", "N", "N", "F", "H", "H", "H", "H", "H", "H", "H", "H"], "positions_angstrom": [[-1.257, -1.125, 0.107], [1.105, -0.754, 0.002], [-0.186, 1.243, -0.019], [-0.080, -0.218, 0.029], [-2.467, -0.687, -0.041], [2.733, 0.762, 0.114], [1.485, -1.934, -0.084], [-0.957, -2.055, 0.544], [0.743, 1.744, 0.099], [-0.539, 1.565, -1.006], [-0.818, 1.565, 0.863], [-3.192, -1.382, -0.064], [-2.930, 0.266, -0.161], [2.865, 0.769, -0.914], [3.493, 0.242, 0.532]], "mulliken_charge": [0.06, 0.54, -0.97, 0.10, -0.17, -0.45, -0.06, 0.41, 0.43, 0.40, 0.40, 0.32, 0.33, 0.35, 0.31], "e_homo_ev": [-20.05, -20.04], "e_above_lowest_kj_mol": 473.3, "charge": 2, "orbital_gap_ev": [9.09, 9.07]}

=====

{"formula": "C3H8FN4O", "method": "ωB97M-V/def2-TZVPD", "species": ["C", "C", "C", "N", "N", "N", "N", "O", "F", "H", "H", "H", "H", "H", "H", "H", "H"], "positions_angstrom": [[2.484, 0.074, -0.443], [-1.654, 0.339, -0.243], [0.057, -1.026, 1.051], [3.412, -0.045, 0.395], [-2.656, 1.207, -0.039], [-1.142, 0.269, -1.470], [-1.121, -0.265, 0.804], [2.173, 0.058, -1.578], [0.336, -1.924, 0.067], [0.266, -1.448, 2.084], [3.312, -0.045, 1.442], [4.263, -0.357, 0.110], [-2.909, 2.027, -0.732], [-3.229, 1.177, 0.805], [-1.799, 0.449, -2.286], [-0.303, -0.382, -1.740], [-1.489, -0.108, 1.773]], "mulliken_charge": [0.35, 0.69, -0.21, -0.30, -0.45, -0.40, -0.20, -0.40, -0.22, 0.35, 0.27, 0.22, 0.27, 0.22, 0.29, 0.27, 0.25], "e_homo_ev": [-10.42, -12.07], "e_above_lowest_kj_mol": 214.8, "charge": 1, "orbital_gap_ev": [6.29, 9.06]}

=====

| no. | DFT total energy (Eh) | strongest force on any atom (hartree/bohr) |
| --- | --- | --- |
| 1 | -1075.2374 | 0.02725 |
| 2 | -1125.8514 | 0.10838 |
| 3 | -920.4827 | 0.07836 |
| 4 | -448.2986 | 0.12149 |
| 5 | -3790.6682 | 0.08641 |
| 6 | -3309.8985 | 0.09339 |
| 7 | -1008.5090 | 0.04562 |
| 8 | -328.0289 | 0.20223 |
| 9 | -382.3712 | 0.12272 |
| 10 | -512.8912 | 0.09003 |